Record 1
This record from the Open Molecules 2025 dataset describes an isolated molecule of C10H14O3S2. The level of theory is ωB97M-V/def2-TZVPD.

CARTESIAN COORDINATES (ANGSTROEM)
C: -4.178 -1.506 -0.043
C: -3.113 -1.786 0.806
C: -4.207 -0.259 -0.667
C: -2.141 -0.912 1.026
C: -3.112 0.604 -0.542
C: -2.068 0.242 0.310
C: 4.301 -0.297 0.880
C: 3.378 0.196 -0.235
C: 1.926 0.190 0.398
C: 0.991 0.737 -0.616
O: -1.122 2.726 -0.332
O: -0.395 1.720 1.755
O: 1.526 1.797 -1.313
S: 0.172 -0.495 -1.636
S: -0.806 1.492 0.425
H: -4.793 -2.301 -0.408
H: -2.918 -2.846 1.300
H: -4.994 0.161 -1.310
H: -1.364 -1.286 1.761
H: -3.200 1.488 -1.094
H: 4.170 0.259 1.731
H: 5.243 -0.274 0.477
H: 4.004 -1.369 1.076
H: 3.419 -0.691 -0.890
H: 3.596 1.187 -0.716
H: 1.825 0.790 1.313
H: 1.796 -0.923 0.474
H: 0.790 2.333 -1.648
H: 1.272 -0.976 -2.280

Calculated values
- E_HOMO: -9.21 eV
- Net charge: 0
- ΔE to the lowest compared entry with this formula, charge and spin: 0.515 eV
- SMILES: CCC[C@@](O)(S)S(=O)(=O)c1ccccc1

Löwdin population analysis, charges in e, atoms 1 to 8: atom 1 (C): -0.06, atom 2 (C): -0.11, atom 3 (C): -0.05, atom 4 (C): -0.13, atom 5 (C): -0.06, atom 6 (C): -0.36, atom 7 (C): -0.10, atom 8 (C): -0.23

Record 2
This record from the Open Molecules 2025 dataset describes an isolated molecule of C5H12N2O. The level of theory is ωB97M-V/def2-TZVPD.

CARTESIAN COORDINATES (ANGSTROEM)
C: 1.120 -0.678 -1.421
C: 2.168 -0.525 -0.400
N: -0.094 0.422 -1.169
H: 0.244 1.350 -1.413
H: -0.871 0.192 -1.783
H: 1.429 -0.473 -2.450
H: 0.562 -1.607 -1.343
H: 2.497 -1.478 0.011
H: 1.615 0.093 0.530
H: 3.006 0.088 -0.730
C: -0.734 0.495 0.488
C: -2.212 -1.250 0.993
C: 0.332 0.985 1.314
O: -1.880 1.314 0.280
N: -1.033 -0.875 0.759
H: -1.658 2.187 0.617
H: -2.380 -2.304 1.191
H: -3.073 -0.580 1.029
H: 0.367 0.616 2.330
H: 0.595 2.029 1.165

Calculated values
- E_HOMO: -6.06 eV
- Net charge: 0
- ΔE to the lowest compared entry with this formula, charge and spin: 5.414 eV

Löwdin population analysis, charges in e, atoms 1 to 8: atom 1 (C): -0.18, atom 2 (C): -0.16, atom 3 (N): 0.09, atom 4 (H): 0.13, atom 5 (H): 0.12, atom 6 (H): 0.10, atom 7 (H): 0.09, atom 8 (H): 0.07

Record 3
This record from the Open Molecules 2025 dataset describes a structure of composition C17H21AsN5S6W. The level of theory is ωB97M-V/def2-TZVPD.

CARTESIAN COORDINATES (ANGSTROEM)
W: -0.161 0.156 0.863
N: 3.858 1.689 0.360
C: 4.815 0.652 0.188
C: 5.992 0.872 -0.504
C: 6.882 -0.179 -0.673
C: 6.575 -1.445 -0.197
C: 5.374 -1.669 0.463
C: 4.511 -0.607 0.681
S: 3.026 -0.785 1.612
N: 2.014 0.325 0.777
C: 2.530 1.427 0.341
C: 1.587 2.449 -0.179
C: 1.986 3.591 -0.845
C: 1.019 4.489 -1.279
C: -0.312 4.212 -1.037
C: -0.640 3.036 -0.382
N: 0.286 2.173 0.033
H: 4.153 2.610 0.081
H: 6.218 1.854 -0.903
H: 7.814 -0.009 -1.195
H: 7.265 -2.263 -0.346
H: 5.115 -2.656 0.823
H: 3.027 3.786 -1.054
H: 1.310 5.389 -1.803
H: -1.096 4.882 -1.357
H: -1.667 2.760 -0.189
S: -3.219 -2.918 0.802
As: -2.200 -1.506 1.840
S: -2.405 0.627 1.590
S: -0.420 -0.718 -1.023
S: -0.116 -1.667 2.391
C: 1.741 -0.259 7.259
C: 1.252 -0.822 5.935
N: 1.192 0.185 4.874
C: 0.183 0.898 4.386
S: 0.516 1.840 2.957
N: -1.023 1.011 4.920
C: -1.597 0.507 6.172
C: -2.380 -0.785 6.001
H: 1.820 -1.056 7.997
H: 1.069 0.506 7.649
H: 2.726 0.194 7.142
H: 0.286 -1.307 6.026
H: 1.941 -1.591 5.581
H: 2.035 0.307 4.333
H: -1.657 1.525 4.324
H: -2.255 1.296 6.536
H: -0.809 0.406 6.912
H: -3.213 -0.645 5.312
H: -2.790 -1.100 6.961
H: -1.751 -1.587 5.612

Calculated values
- E_HOMO (alpha / beta): -10.21 / -10.21 eV
- Net charge: +1
- ΔE to the lowest compared entry with this formula, charge and spin: 0.000 eV

Löwdin population analysis, charges in e, atoms 1 to 8: atom 1 (W): 0.31, atom 2 (N): 0.15, atom 3 (C): -0.24, atom 4 (C): -0.01, atom 5 (C): -0.06, atom 6 (C): -0.06, atom 7 (C): -0.07, atom 8 (C): -0.45

Record 4
This record from the Open Molecules 2025 dataset describes a cluster of 5 separate species, C5H20O5 in total. The level of theory is ωB97M-V/def2-TZVPD.

CARTESIAN COORDINATES (ANGSTROEM)
C: 0.999 -0.975 -3.168
O: -0.073 -0.543 -2.418
H: 1.473 -0.083 -3.577
H: 1.692 -1.627 -2.637
H: 0.571 -1.520 -4.010
H: -0.649 0.028 -2.932
C: -1.343 0.883 1.685
O: -0.698 -0.334 1.424
H: -0.829 1.778 1.335
H: -2.374 0.938 1.335
H: -1.379 0.978 2.770
H: -0.458 -0.356 0.495
C: 2.402 0.128 4.369
O: 2.616 -0.677 3.255
H: 3.342 0.305 4.892
H: 2.197 1.113 3.950
H: 1.629 -0.243 5.041
H: 1.741 -0.845 2.898
C: -3.087 -3.515 -1.124
O: -3.764 -4.757 -1.023
H: -2.042 -3.662 -1.400
H: -3.513 -2.809 -1.837
H: -3.004 -3.106 -0.117
H: -3.227 -5.293 -0.434
C: 1.137 3.793 -1.672
O: 1.705 5.027 -1.267
H: 1.685 3.462 -2.554
H: 1.195 2.966 -0.964
H: 0.107 3.986 -1.972
H: 1.949 4.959 -0.341

Calculated values
- E_HOMO: -10.12 eV
- Net charge: 0
- ΔE to the lowest compared entry with this formula, charge and spin: 2.503 eV
- SMILES: CO.CO.CO.CO.CO

Löwdin population analysis, charges in e, atoms 1 to 8: atom 1 (C): -0.18, atom 2 (O): -0.13, atom 3 (H): 0.08, atom 4 (H): 0.09, atom 5 (H): 0.08, atom 6 (H): 0.08, atom 7 (C): -0.18, atom 8 (O): -0.11